Formula: C8H10
Source: the OMol25 dataset
Level of theory: ωB97M-V/def2-TZVPD

The geometry in XYZ format:
```
18
Properties=species:S:1:pos:R:3:forces:R:3:nbo_charge:R:1
C 1.827 0.170 0.125 2.4 2.5 -1.7 -0.22
C 1.467 -0.955 -0.523 -2.0 -3.0 1.6 -0.20
C 0.491 -1.810 0.147 2.7 5.5 0.9 -0.21
C -0.017 -1.287 1.323 -2.4 -0.8 1.2 -0.21
C 0.420 -0.117 2.006 0.1 -1.8 -1.5 -0.22
C 1.411 0.556 1.354 -0.9 2.5 2.7 -0.21
H 2.486 0.935 -0.341 -0.2 -1.0 -0.1 0.21
H 1.958 -1.306 -1.387 0.3 0.0 -1.1 0.21
H 0.119 -2.695 -0.145 -1.0 -2.9 -1.6 0.21
H -0.951 -1.840 1.636 1.2 0.6 0.4 0.20
H 0.073 0.251 2.948 -0.5 -0.2 0.3 0.22
H 1.697 1.538 1.859 0.2 -1.4 -1.1 0.21
C -2.261 1.330 -2.567 0.2 -0.5 -3.2 -0.41
C -2.655 1.675 -1.366 3.3 0.8 4.0 -0.41
H -1.153 1.683 -2.946 -3.3 -0.9 0.4 0.22
H -3.120 0.691 -3.273 3.2 1.8 1.9 0.21
H -1.832 2.296 -0.527 -2.6 -1.8 -2.9 0.18
H -3.369 1.077 -0.811 -0.8 0.7 -0.3 0.20
```
Forces are in eV/Å.

Net charge: 0
SMILES string: c1ccccc1.C=C
Orbital gap (eV): 10.413
Energy relative to the best compared isomer or geometry (same formula, charge and spin) (kJ/mol): 364.6

---

Formula: C8H10
Source: the OMol25 dataset
Level of theory: ωB97M-V/def2-TZVPD

The geometry in XYZ format:
```
18
Properties=species:S:1:pos:R:3:forces:R:3:nbo_charge:R:1
C 0.884 -0.753 -1.588 -0.6 0.3 0.7 -0.20
C 1.121 0.169 -0.585 -0.9 -0.1 -0.3 0.01
C 0.429 1.576 -0.758 0.4 -1.0 0.6 -0.39
C -0.403 -1.511 -1.159 0.0 -0.7 -1.8 -0.44
C -0.688 0.848 0.086 2.3 -0.8 -1.7 -0.25
C -0.850 -0.703 0.035 -2.5 -1.1 0.4 -0.22
C 0.217 -0.122 0.819 1.6 0.9 -2.1 -0.04
C 0.480 0.043 2.304 1.0 0.6 -1.1 -0.61
H 1.120 -0.733 -2.708 -0.2 0.6 1.9 0.22
H 0.843 2.444 -0.211 -0.1 -0.5 0.0 0.20
H 0.202 1.909 -1.770 0.0 -0.3 -0.1 0.20
H -1.135 -1.380 -2.027 0.9 0.1 0.9 0.22
H -0.371 -2.629 -1.092 0.1 0.8 0.6 0.22
H -1.517 1.410 0.300 -2.0 1.1 1.5 0.21
H -1.821 -1.034 0.545 1.3 0.5 -0.6 0.22
H -0.565 0.162 2.546 -0.1 0.3 1.4 0.22
H 1.042 1.027 2.335 -0.7 -1.0 0.6 0.22
H 1.013 -0.722 2.929 -0.6 0.5 -1.0 0.22
```
Forces are in eV/Å.

Net charge: 0
Orbital gap (eV): 8.780
Energy relative to the best compared isomer or geometry (same formula, charge and spin) (kJ/mol): 554.7